<i>
24
Properties=species:S:1:pos:R:3:mulliken_charge:R:1 method="wB97M-V/def2-TZVPD" charge=0 homo_ev=-8.2 multiplicity=1 orbital_gap_ev=7.86
C -1.3123 2.7286 -0.4523 -1.16
N 0.3970 -0.4809 -0.6789 0.22
H 0.7378 -3.9905 -0.3912 0.23
H -2.3678 2.4785 -0.5646 0.35
N 0.6850 1.5786 -1.2476 -0.65
C 0.2333 -1.9191 -0.3936 0.43
C -2.7127 -0.7794 1.2207 -1.29
H -2.9695 0.3123 1.4098 0.30
H -0.9796 3.5325 -1.2156 0.32
C -0.4983 1.4669 -0.5998 0.67
H 5.5402 -1.6864 0.6332 0.32
C 1.1142 -2.9087 -0.5725 -0.92
C -1.4091 -0.8589 0.5419 0.64
C -0.7421 0.1669 -0.1662 -0.05
H 2.0668 0.1616 -1.8009 0.55
H -3.4621 -1.1700 0.5548 0.30
C 4.7056 -0.8786 0.7094 -0.33
H 2.0781 -2.9562 -0.9859 0.36
H -1.1119 3.1084 0.6215 0.23
C 1.1767 0.3901 -1.2958 -0.26
N -0.8839 -2.0262 0.3353 -0.62
H 2.9746 0.4939 0.9962 0.46
C 3.7117 -0.2625 0.9406 -0.44
H -2.7619 -1.3986 2.1309 0.35

<ii>
24
Properties=species:S:1:pos:R:3:mulliken_charge:R:1 method="wB97M-V/def2-TZVPD" charge=0 homo_ev=-8.7 multiplicity=1 orbital_gap_ev=8.86
C -2.8077 1.0570 0.1938 -0.28
N 3.1658 0.8046 0.2435 -0.41
H 3.0652 1.5407 0.9300 0.30
N 1.7021 -0.7355 -0.5285 -0.47
H 1.4315 2.5271 -0.3709 0.41
H -0.2643 -1.2219 -0.3358 0.58
H 4.8423 -0.5590 0.4078 0.28
C 0.9046 1.5836 -0.2745 -0.86
H 2.6998 -2.3115 0.3657 0.33
C 1.8934 0.4941 -0.2056 0.38
C -3.6081 -1.0341 0.2447 -0.22
C -1.2840 -0.7774 -0.2226 -0.03
H -0.8671 2.5890 -0.3916 0.21
H -2.3008 -2.6634 -0.1888 0.42
C 3.7703 -0.4949 0.6236 -0.41
C -2.4080 -1.6069 -0.1021 -0.56
H 3.6605 -0.5952 1.7312 0.26
C -1.5062 0.5899 -0.1348 0.67
N -3.8528 0.2812 0.3546 -0.60
H -4.4829 -1.7002 0.3004 0.32
H -2.9498 2.1322 0.2463 0.32
C 2.9334 -1.4577 -0.1718 -0.62
C -0.4407 1.5720 -0.2924 -0.31
H 3.3785 -1.7431 -1.1316 0.30

The structure with the most favorable energy is <ii>; the runner-up is 67.1 kcal/mol above it.

<i>
19
Properties=species:S:1:pos:R:3:lowdin_spin:R:1 method="wB97M-V/def2-TZVPD" s2=0.768 charge=0 homo_ev="-9.9 / -10.6" multiplicity=2 orbital_gap_ev="10.56 / 8.38"
H -1.6063 -2.3152 -0.5620 0.00
H -2.6422 -1.4423 0.6358 0.00
H 1.0187 1.0540 1.4538 0.00
C -1.7754 -0.2240 -0.9343 0.00
C 1.4801 0.3334 0.7529 0.08
H -0.4873 -2.1191 1.6684 0.02
O 2.5447 0.6773 0.2118 0.30
H 2.7176 2.4984 -0.2330 0.00
H -0.9210 -0.4246 1.7079 0.00
H -0.0068 -0.3643 -1.6220 0.01
H -1.5802 0.7164 -0.3820 0.00
H -2.7772 -0.1310 -1.3607 0.00
C -1.7485 -1.4137 0.0311 0.03
O -0.8805 -0.4186 -2.0352 0.02
H 1.3639 -1.6650 0.0203 0.01
C -0.5352 -1.2223 1.0464 0.07
O 2.9314 3.4244 -0.4068 0.00
H 2.0957 3.8963 -0.4918 0.00
C 0.8085 -0.8603 0.4992 0.45

<ii>
19
Properties=species:S:1:pos:R:3:lowdin_spin:R:1 method="wB97M-V/def2-TZVPD" s2=0.757 charge=0 homo_ev="-9.6 / -9.6" multiplicity=2 orbital_gap_ev="10.21 / 5.89"
H 0.2565 2.7659 1.7606 0.00
H -0.3694 1.2065 2.0399 0.00
H -2.5235 0.8052 -0.9973 0.00
C -1.3178 -1.1386 -1.4571 0.00
H 0.9780 1.8526 3.1260 0.00
C -2.3873 -0.1021 -1.6040 0.00
H -2.2821 0.4573 -2.5337 0.00
H -3.3989 -0.5182 -1.5272 0.00
O 0.9594 0.5753 0.1909 0.25
C -0.9466 -1.7951 -0.0670 0.00
O -0.0810 -0.6479 -1.9418 0.00
O 2.6161 0.6151 1.5703 0.69
C 1.4302 0.9638 1.2703 0.02
H -1.3954 -1.3207 0.8247 0.00
H -1.0904 -2.9025 0.0781 0.00
H 0.4278 -0.0273 -1.3703 0.00
H 0.1246 -1.7807 0.1512 0.00
C 0.5607 1.8103 2.1111 0.02
H -1.7176 -2.0447 -1.9764 0.00

The structure with the most favorable energy is <i>; the runner-up is 27.7 kcal/mol above it.

<i>
20
Properties=species:S:1:pos:R:3:mulliken_charge:R:1 method="wB97M-V/def2-TZVPD" charge=-1 homo_ev=-2.1 multiplicity=1 orbital_gap_ev=4.76
H -1.5543 -1.3798 0.9215 0.34
O -1.0082 -1.9333 0.1174 -0.46
H -0.5763 -0.3572 4.1037 -0.21
N -0.4359 0.8792 -0.7303 -0.44
C -0.2670 0.8895 0.7076 -1.09
C 0.1540 -0.3136 1.5569 -0.22
S 1.6908 0.9708 -4.1595 -0.69
H 1.0950 -0.1337 2.0673 0.44
C 0.3842 0.4513 -2.9969 -0.84
H -1.2654 0.7690 1.1942 0.32
H -0.8705 -0.0162 -0.9149 0.40
C -0.3594 -1.5657 1.2856 -0.34
H -0.5213 0.9262 -3.3533 0.27
H -0.1715 -2.4039 1.9542 0.40
C 0.7626 0.7611 -1.5527 -0.33
H -0.2495 -0.3347 4.7744 0.21
H 0.1487 -0.6131 -3.1312 0.23
H 0.1185 1.8590 1.0104 0.46
H 1.4506 -0.0515 -1.2412 0.19
H 1.4749 1.5964 -1.6133 0.35

<ii>
20
Properties=species:S:1:pos:R:3:mulliken_charge:R:1 method="wB97M-V/def2-TZVPD" charge=-1 homo_ev=-2.0 multiplicity=1 orbital_gap_ev=5.14
H 2.8897 -3.1609 0.3985 0.30
C 0.2159 -1.0685 -0.9434 -0.56
H 3.1139 -1.4468 0.4343 0.25
N 0.1942 2.0710 0.1899 -1.03
C -0.9136 -0.0804 -0.7155 -0.96
H 0.1805 -1.6477 -1.8621 0.46
C -0.5883 0.8913 0.4480 0.44
H -1.0589 0.5127 -1.6363 0.42
H -2.7290 0.8925 1.5452 0.28
H 0.9398 1.6635 -0.3811 0.06
S 0.6983 -2.2486 0.3544 -0.12
O -1.7321 2.6804 1.7007 -0.60
H -0.8621 2.8399 1.1940 0.40
C -2.1113 1.5486 0.9198 -0.73
H 2.5791 -2.1055 -1.1983 0.27
H -0.2733 0.3720 1.3757 0.22
C 2.5961 -2.2376 -0.0999 -0.80
H 1.1083 -0.4396 -1.0716 0.23
H -2.4507 1.6488 -0.1272 0.32
H -1.7965 -0.6851 -0.5250 0.15

The structure with the most favorable energy is <ii>; the runner-up is 65.2 kcal/mol above it.

<i>
34
Properties=species:S:1:pos:R:3:mulliken_charge:R:1 method="wB97M-V/def2-TZVPD" charge=0 homo_ev=-7.5 multiplicity=1 orbital_gap_ev=8.08
C -1.6583 2.4166 2.4108 -0.68
H -2.9268 -1.4431 2.5402 0.52
H 0.3609 -3.8928 0.5396 0.29
H 1.3629 -2.9015 -1.7917 0.42
H -1.3921 -3.8950 0.3674 0.36
H 0.6350 2.9915 0.0283 0.22
H -2.1130 2.7884 3.3454 0.32
H 3.1694 2.2048 -2.9781 0.35
H -2.6579 0.5883 2.8477 0.28
H 2.4407 1.4125 -0.7187 0.36
C -0.1301 2.3559 0.5449 -0.53
C 1.5630 0.9995 -1.2507 -1.52
H 0.4135 0.9487 -2.9501 0.47
C 0.5505 0.2064 -0.4147 0.53
C -1.2303 -1.1865 1.2592 0.17
H 2.1606 2.0735 -4.3566 0.38
C 0.4692 -1.2548 -0.4538 0.19
C 1.3400 1.3150 -2.5253 0.09
C -1.1188 0.2497 1.3108 0.87
H 1.8263 3.3230 -3.0568 0.27
C 1.4882 -1.8950 -1.4156 -1.65
H -0.5474 -3.4200 -1.0580 0.42
C -2.0357 -1.9468 2.3728 -1.70
C 2.1846 2.3196 -3.3045 -1.32
H 2.2425 -1.8510 -0.6398 0.35
H -1.3284 -2.1536 3.2577 0.26
C -0.2760 0.9907 0.4044 0.79
H -0.6528 4.1341 1.7291 0.27
H 1.7755 -1.3207 -2.2968 0.29
C -0.4917 -3.3671 0.0263 -1.97
C -1.8956 1.0604 2.2848 -0.87
H -2.3730 -2.9731 2.0650 0.34
C -0.7333 3.0297 1.5491 -0.66
C -0.4213 -1.9068 0.3278 2.10

<ii>
34
Properties=species:S:1:pos:R:3:mulliken_charge:R:1 method="wB97M-V/def2-TZVPD" charge=0 homo_ev=-8.7 multiplicity=1 orbital_gap_ev=9.58
H 3.1976 1.8244 2.4332 0.26
H -0.7707 1.1370 -3.9105 0.28
C -1.4844 0.7724 1.6312 -0.66
C 0.9948 1.7500 2.0406 1.38
C -1.4040 -0.7951 -4.0813 -0.46
H -0.0566 3.3673 3.1767 0.22
H 2.1278 3.3640 2.8061 0.32
C -0.1066 2.3937 2.6377 -0.61
H -0.3618 -3.4226 0.9216 0.39
C 2.1021 0.0729 0.5066 -2.15
C -0.9936 -1.1168 -1.3324 0.21
H -1.4829 -0.4937 -5.1154 0.33
C -0.4466 0.0867 1.0268 0.35
H -1.6986 -1.5572 0.5283 0.79
H -0.3298 0.8971 -1.2902 0.41
C -0.7608 -1.2625 0.2597 0.02
H 2.4597 2.9309 1.1811 0.39
H 1.0372 -2.6780 0.0436 0.29
C -1.3353 1.9746 2.3420 -0.84
C 0.9017 0.6383 1.1517 0.90
C 0.1519 -2.4642 0.7452 -1.54
C -1.4422 -2.0941 -3.5553 -0.47
H 1.9319 -0.5556 -0.3047 0.44
C -1.1936 -2.2554 -2.2245 -0.46
H -2.5063 0.4729 1.4896 0.38
C -0.9176 0.2524 -3.2478 -0.52
H 0.6670 -2.1743 1.6553 0.38
H 2.6906 0.8776 0.0233 0.46
C 2.2696 2.4493 2.1162 -1.49
C -0.6376 0.0822 -1.9358 -0.14
H -2.2350 2.3748 2.8680 0.29
H -1.3376 -3.3211 -1.7823 0.20
H -1.7122 -3.0027 -4.0721 0.37
H 2.6818 -0.5252 1.2678 0.28

The structure with the most favorable energy is <ii>; the runner-up is 6.4 kcal/mol above it.

<i>
11
Properties=species:S:1:pos:R:3:mulliken_charge:R:1 method="wB97M-V/def2-TZVPD" charge=-1 homo_ev=-4.0 multiplicity=1 orbital_gap_ev=7.87
H 1.6032 0.3998 0.8923 0.30
H -0.1961 -0.4468 -1.2716 0.05
H 0.3954 -2.6607 1.0744 0.32
H -1.7941 1.6530 -1.6850 0.26
H -0.3154 -1.3246 1.2526 0.24
O 2.2830 0.1235 1.5332 -0.65
S -0.6510 0.3039 -0.2577 -0.89
O -2.0459 2.2729 -2.3886 -0.63
H 1.8481 -0.6620 1.9038 0.37
O 0.0688 -2.0691 1.7694 -0.67
H -1.1961 2.4102 -2.8227 0.29

<ii>
11
Properties=species:S:1:pos:R:3:mulliken_charge:R:1 method="wB97M-V/def2-TZVPD" charge=-1 homo_ev=-3.8 multiplicity=1 orbital_gap_ev=7.65
O 0.6647 -0.8021 -2.2089 -0.67
H 0.7420 -1.4631 0.8721 0.06
S 0.5410 -0.0901 1.0215 -0.86
H -1.1834 -1.7543 -1.7918 0.38
H 0.7016 -0.7203 -1.2110 0.21
O 0.2987 2.8144 1.8441 -0.64
H 0.7165 1.9287 1.7194 0.27
O -2.0708 -1.6283 -1.4177 -0.66
H -0.5525 2.6837 1.3702 0.30
H 1.2073 -1.5620 -2.4441 0.31
H -1.7460 -0.9828 -0.7657 0.31

<iii>
11
Properties=species:S:1:pos:R:3:mulliken_charge:R:1 method="wB97M-V/def2-TZVPD" charge=-1 homo_ev=-3.8 multiplicity=1 orbital_gap_ev=7.84
H 1.2824 -0.7251 0.4663 0.22
H -0.9561 -0.8055 -1.2330 0.31
H 0.1927 -0.1833 -1.8786 0.31
H -0.7410 -0.8026 2.1851 -0.06
H -0.2938 2.1881 -0.2476 0.33
H 1.1997 1.5485 -0.2288 0.33
O 1.7891 -1.5611 0.6710 -0.63
S -1.0283 -0.0864 1.0661 -0.79
O -0.6728 -0.4471 -2.1381 -0.64
H 1.5604 -1.6567 1.5487 0.28
O 0.6599 2.2355 -0.7417 -0.67

<iv>
11
Properties=species:S:1:pos:R:3:mulliken_charge:R:1 method="wB97M-V/def2-TZVPD" charge=-1 homo_ev=-3.0 multiplicity=1 orbital_gap_ev=5.82
H -0.6837 -2.1949 -0.1255 0.34
H -2.2473 -0.5901 3.6222 -0.10
H -1.2165 0.8539 0.8310 0.33
H 3.1243 0.6107 -2.2256 0.35
O -2.0735 0.5236 0.4754 -0.61
O -0.1962 -1.7629 -0.9008 -0.68
H -0.5290 -0.8311 -1.0673 0.33
H 3.9165 1.9140 -2.5566 0.33
H -2.4226 0.2611 1.3225 0.24
S -1.2694 0.1930 3.6888 -0.86
O 3.5973 1.0227 -3.0641 -0.68

The structure with the most favorable energy is <i>; the runner-up is 11.7 kcal/mol above it.